<a>
# C9H56NO20

A 20-piece molecular cluster, C9H56NO20 overall (ωB97M-V/def2-TZVPD, the OMol25 dataset).

The geometry in ORCA input format:
```
! wB97M-V def2-TZVPD RIJCOSX def2/J DEFGRID3
* xyz -1 1
C 2.231 1.382 -0.083
C 0.796 1.603 -0.578
C 0.866 1.228 -2.113
C 0.786 -0.320 -2.445
C -0.497 -0.723 -1.698
C -0.577 -0.490 -0.155
N -0.273 0.908 0.161
O -0.564 1.361 1.565
C 0.287 -1.547 0.530
C -2.074 -0.934 0.092
C 0.540 3.162 -0.590
H 2.938 1.995 -0.641
H 2.565 0.349 -0.177
H 2.290 1.598 0.984
H 1.847 1.599 -2.409
H 0.093 1.760 -2.668
H 1.597 -0.902 -2.007
H 0.686 -0.566 -3.502
H -0.714 -1.788 -1.791
H -1.268 -0.148 -2.211
H 0.062 -2.603 0.380
H 0.175 -1.516 1.613
H 1.321 -1.342 0.253
H -2.261 -1.918 -0.339
H -2.696 -0.201 -0.423
H -2.247 -0.973 1.167
H -0.538 3.320 -0.582
H 0.631 3.722 -1.521
H 0.792 3.805 0.253
O 3.474 5.213 -1.020
H 3.667 4.539 -0.368
H 2.860 5.802 -0.581
O -0.561 -5.407 0.369
H -0.487 -5.157 -0.552
H 0.330 -5.651 0.623
O -1.502 -1.083 3.644
H -1.495 -0.345 3.034
H -1.357 -1.852 3.093
O -0.156 -4.645 -2.280
H -0.409 -3.974 -2.914
H 0.560 -5.118 -2.705
O -3.296 -4.263 -1.857
H -2.365 -4.295 -2.076
H -3.734 -4.099 -2.692
O -3.635 -0.030 -3.001
H -3.344 0.882 -3.027
H -2.961 -0.483 -2.494
O -5.030 -1.256 2.000
H -4.560 -1.219 1.167
H -5.776 -1.830 1.830
O 3.322 -2.235 2.428
H 2.666 -2.360 3.115
H 2.826 -1.904 1.680
O 3.156 3.740 -4.105
H 3.643 3.840 -3.287
H 3.441 2.895 -4.452
O -1.760 -3.579 2.303
H -2.248 -4.324 2.653
H -1.870 -3.644 1.354
O -1.911 4.524 3.137
H -1.475 4.931 2.388
H -1.544 3.641 3.178
O 1.205 0.278 4.194
H 0.642 0.340 3.423
H 0.788 -0.385 4.744
O -3.202 2.069 0.612
H -3.597 1.943 -0.251
H -2.279 1.848 0.488
O 5.877 1.796 -0.757
H 5.490 2.313 -1.463
H 5.495 2.157 0.043
O 0.912 -2.862 3.764
H 0.388 -3.544 3.345
H 0.373 -2.561 4.496
O 0.850 3.629 2.851
H 1.516 3.889 2.215
H 0.439 2.855 2.466
O -2.884 2.487 -2.357
H -3.151 3.346 -2.685
H -1.934 2.550 -2.264
O -0.963 -2.895 -4.664
H -1.332 -3.556 -5.250
H -0.072 -2.759 -4.986
O 3.611 1.654 3.445
H 2.792 1.522 3.923
H 3.776 0.814 3.017
*
```



<b>
# C9H56NO20

A 20-piece molecular cluster, C9H56NO20 overall (ωB97M-V/def2-TZVPD, the OMol25 dataset).

The geometry in ORCA input format:
```
! wB97M-V def2-TZVPD RIJCOSX def2/J DEFGRID3
* xyz -1 1
C 2.609 -0.124 -1.289
C 1.725 -0.539 -0.049
C 1.766 0.594 1.048
C 1.081 1.894 0.685
C -0.340 1.548 0.347
C -0.621 0.438 -0.767
N 0.281 -0.690 -0.461
O -0.024 -1.919 -1.210
C -0.479 0.951 -2.197
C -2.165 0.140 -0.566
C 2.199 -1.853 0.659
H 3.666 -0.061 -1.034
H 2.272 0.892 -1.494
H 2.442 -0.859 -2.077
H 2.786 0.974 1.109
H 1.407 0.343 2.046
H 1.351 2.227 -0.317
H 1.078 2.804 1.285
H -0.920 2.426 0.062
H -0.690 1.167 1.307
H -0.977 1.918 -2.260
H -1.000 0.356 -2.948
H 0.543 1.029 -2.567
H -2.511 -0.553 -1.333
H -2.813 0.973 -0.837
H -2.396 -0.114 0.469
H 1.516 -2.342 1.354
H 3.178 -1.782 1.132
H 2.299 -2.566 -0.159
O -2.164 -4.207 -1.403
H -3.003 -4.204 -0.943
H -1.848 -3.306 -1.331
O -5.496 1.299 1.545
H -6.061 1.284 2.317
H -4.636 1.035 1.871
O -0.739 4.259 2.014
H -0.695 3.601 1.320
H -1.196 4.999 1.616
O -0.454 0.270 5.012
H -1.079 -0.344 5.399
H -0.390 0.002 4.096
O 5.636 -2.538 -0.529
H 5.026 -1.826 -0.719
H 5.551 -3.132 -1.275
O 0.821 -4.839 -1.577
H 0.024 -5.271 -1.882
H 0.515 -4.025 -1.178
O 1.376 4.872 4.077
H 2.280 4.705 3.811
H 0.852 4.617 3.317
O -5.613 1.443 -1.520
H -5.507 2.344 -1.215
H -5.849 0.950 -0.734
O -1.045 -1.459 2.320
H -1.742 -1.917 1.850
H -0.442 -1.172 1.634
O 6.017 -3.591 2.136
H 5.644 -3.272 1.314
H 5.354 -4.185 2.486
O -3.235 3.755 -4.120
H -2.390 3.306 -4.092
H -3.420 3.859 -5.053
O -0.936 -1.934 -4.035
H -0.182 -1.506 -4.440
H -0.824 -1.781 -3.097
O 3.740 -4.876 2.596
H 3.122 -5.194 1.937
H 3.383 -4.032 2.872
O 3.156 2.588 3.494
H 3.393 2.416 2.583
H 2.294 2.186 3.598
O -0.187 3.039 -4.649
H 0.177 3.883 -4.917
H 0.558 2.438 -4.669
O -3.330 -0.083 3.095
H -3.477 -0.743 2.417
H -2.384 -0.094 3.239
O -3.922 -2.219 1.608
H -4.391 -3.052 1.564
H -4.133 -1.781 0.783
O -0.506 5.133 -1.405
H -0.756 4.267 -1.728
H -1.264 5.428 -0.899
O 2.725 -3.041 -3.420
H 1.945 -3.126 -2.872
H 2.442 -2.499 -4.157
*
```



<c>
# C9H56NO20

A 20-piece molecular cluster, C9H56NO20 overall (ωB97M-V/def2-TZVPD, the OMol25 dataset).

The geometry in ORCA input format:
```
! wB97M-V def2-TZVPD RIJCOSX def2/J DEFGRID3
* xyz -1 1
C -6.472 3.909 -15.222
C -5.644 4.628 -14.127
C -4.674 5.644 -14.823
C -5.371 6.919 -15.473
C -6.318 7.595 -14.439
C -7.307 6.609 -13.621
N -6.483 5.419 -13.110
O -6.983 4.702 -12.019
C -8.446 6.223 -14.693
C -7.887 7.576 -12.580
C -4.724 3.599 -13.528
H -6.441 4.496 -16.140
H -7.485 3.586 -14.983
H -5.879 3.069 -15.586
H -3.868 5.199 -15.407
H -4.097 6.067 -14.001
H -5.861 6.675 -16.416
H -4.719 7.778 -15.628
H -6.973 8.195 -15.070
H -5.770 8.309 -13.825
H -8.019 5.933 -15.653
H -9.127 7.065 -14.819
H -9.047 5.475 -14.176
H -8.529 6.965 -11.946
H -8.408 8.405 -13.059
H -7.090 7.901 -11.911
H -4.013 3.178 -14.239
H -5.273 2.689 -13.287
H -4.240 3.888 -12.595
O -7.486 8.682 -8.961
H -8.246 8.815 -9.528
H -7.323 7.740 -8.995
O -3.762 2.011 -16.578
H -4.192 1.621 -17.339
H -4.335 1.794 -15.842
O -9.133 10.569 -10.536
H -9.826 10.732 -11.175
H -8.357 10.384 -11.066
O -6.175 11.029 -16.311
H -6.599 11.250 -17.141
H -6.070 10.078 -16.341
O -8.285 10.779 -13.316
H -7.617 10.247 -13.749
H -8.160 11.659 -13.672
O -2.051 4.911 -13.837
H -2.954 4.632 -13.989
H -2.092 5.867 -13.836
O -4.554 6.090 -10.699
H -5.424 6.129 -10.299
H -4.664 5.513 -11.455
O -1.961 3.295 -11.557
H -1.794 3.667 -12.423
H -1.707 3.986 -10.946
O -10.109 4.146 -11.829
H -9.268 4.564 -12.015
H -10.239 4.277 -10.890
O -6.931 6.074 -9.355
H -7.168 5.371 -8.749
H -7.260 5.780 -10.204
O -7.664 1.707 -11.200
H -8.599 1.541 -11.079
H -7.620 2.296 -11.953
O -11.395 9.361 -12.472
H -12.150 9.193 -13.035
H -10.700 9.626 -13.075
O -4.951 7.050 -19.286
H -4.449 6.235 -19.310
H -5.662 6.875 -18.670
O -2.129 0.498 -14.728
H -1.467 0.219 -15.361
H -2.831 0.870 -15.263
O -5.633 0.152 -15.691
H -5.321 -0.680 -15.334
H -6.537 0.220 -15.386
O -10.376 7.613 -10.346
H -10.599 8.495 -10.641
H -10.492 7.064 -11.122
O -3.606 4.229 -18.198
H -3.723 3.869 -17.318
H -4.334 3.869 -18.704
O -11.879 6.129 -12.346
H -12.062 6.483 -13.217
H -11.308 5.378 -12.507
O -2.971 0.761 -12.170
H -2.591 0.650 -13.041
H -2.782 1.671 -11.940
*
```



Most stable: <b>



<a>
# CH10N3O2

A 3-piece molecular cluster, CH10N3O2 overall (ωB97M-V/def2-TZVPD, the OMol25 dataset).

The geometry in ORCA input format:
```
! wB97M-V def2-TZVPD RIJCOSX def2/J DEFGRID3
* xyz 1 1
N 1.215 0.408 0.478
C 1.363 -0.003 -0.727
N 0.377 -0.518 -1.442
N 2.658 -0.023 -1.183
H 0.396 0.945 0.839
H 2.001 0.748 1.023
H 0.532 -0.954 -2.368
H -0.581 -0.784 -0.873
H 3.332 0.605 -0.871
H 2.777 -0.217 -2.153
H -1.562 -0.628 0.978
H -2.024 -2.078 0.461
O -1.719 -1.209 0.201
H -3.378 1.739 1.474
H -2.732 0.869 2.527
O -2.653 1.098 1.636
*
```



<b>
# CH10N3O2

A 3-piece molecular cluster, CH10N3O2 overall (ωB97M-V/def2-TZVPD, the OMol25 dataset).

The geometry in ORCA input format:
```
! wB97M-V def2-TZVPD RIJCOSX def2/J DEFGRID3
* xyz 1 1
N 0.675 1.356 -0.328
C -0.036 1.737 0.716
N -0.661 0.798 1.463
N -0.176 3.031 1.031
H 0.740 0.339 -0.385
H 1.065 1.884 -1.083
H -0.558 0.927 2.456
H -0.397 -0.147 1.214
H -0.693 3.271 1.864
H 0.087 3.705 0.330
H 0.332 -1.867 -1.146
H 0.879 -2.209 0.228
O 0.892 -1.505 -0.432
H -1.400 -3.733 -1.661
H -0.193 -4.213 -2.292
O -0.555 -3.374 -1.974
*
```



Most stable: <b>



<a>
# C3H4BrNO

C3H4BrNO as an isolated structure (ωB97M-V/def2-TZVPD, the OMol25 dataset).

The geometry in ORCA input format:
```
! wB97M-V def2-TZVPD RIJCOSX def2/J DEFGRID3
* xyz 0 1
C 0.022 -1.354 -0.002
C 0.417 0.822 -0.150
C -0.786 0.336 0.665
N 0.809 -0.495 -0.627
O -0.167 -2.505 0.153
Br -2.509 0.691 -0.064
H 0.173 1.509 -0.963
H 1.209 1.248 0.475
H -0.765 0.469 1.734
H 1.599 -0.722 -1.221
*
```



<b>
# C3H4BrNO

One molecule with the formula C3H4BrNO (ωB97M-V/def2-TZVPD, the OMol25 dataset).

SMILES string: O=C1NC[C@H]1Br

The geometry in ORCA input format:
```
! wB97M-V def2-TZVPD RIJCOSX def2/J DEFGRID3
* xyz 0 1
O -1.419 1.668 1.977
C -0.927 0.956 1.155
N 0.077 0.050 1.180
C -0.014 -0.334 -0.215
C -1.140 0.703 -0.351
Br -2.873 -0.009 -0.828
H 0.675 -0.279 1.920
H -0.324 -1.370 -0.371
H 0.887 -0.124 -0.797
H -0.944 1.553 -1.001
*
```



<c>
# C3H4BrNO

A 2-piece molecular cluster, C3H4BrNO overall (ωB97M-V/def2-TZVPD, the OMol25 dataset).

The geometry in ORCA input format:
```
! wB97M-V def2-TZVPD RIJCOSX def2/J DEFGRID3
* xyz 0 1
C -0.152 1.082 -0.732
C -0.316 -1.675 -0.954
C 0.517 0.632 1.616
N 0.230 0.987 0.450
O -0.919 -2.038 0.012
Br -0.535 2.620 -1.666
H -0.764 -1.501 -1.924
H 0.690 -1.273 -0.878
H 1.600 0.670 1.869
H -0.351 0.497 2.206
*
```



Most stable: <b>



<a>
# C6H11NO

C6H11NO as an isolated structure (ωB97M-V/def2-TZVPD, the OMol25 dataset).

The geometry in ORCA input format:
```
! wB97M-V def2-TZVPD RIJCOSX def2/J DEFGRID3
* xyz 0 1
C 0.789 1.977 -0.364
C 0.310 0.933 -1.377
C -0.787 -0.522 0.633
C -0.059 -0.183 1.928
C -0.693 -1.945 0.033
C -0.065 -1.494 -1.195
H 0.947 1.569 0.637
H 0.091 2.803 -0.242
H 1.715 2.371 -0.678
H -0.504 1.238 -2.057
H 1.251 0.739 -2.040
H -1.820 0.023 0.590
H -0.355 -0.805 2.729
H -0.240 0.929 2.119
H 0.965 -0.449 1.723
H -1.676 -2.333 -0.113
H -0.119 -2.700 0.592
N -0.101 -0.252 -0.663
O 0.351 -1.901 -2.256
*
```



<b>
# C6H11NO

C6H11NO as an isolated structure (ωB97M-V/def2-TZVPD, the OMol25 dataset).

The geometry in ORCA input format:
```
! wB97M-V def2-TZVPD RIJCOSX def2/J DEFGRID3
* xyz 0 1
C 0.704 -0.393 -1.726
C 0.221 -0.211 -0.334
C 1.122 -0.177 0.839
C 0.055 -0.004 2.020
C -1.143 -0.103 1.103
C -0.702 0.909 0.046
H 0.285 0.881 -3.209
H 1.735 -0.021 -1.837
H 0.670 -1.564 -1.848
H 1.735 0.708 0.790
H 1.686 -1.105 0.769
H 0.055 0.996 2.444
H 0.005 -0.780 2.746
H -2.129 -0.121 1.507
H -0.269 1.876 0.443
H -1.463 1.143 -0.662
H -1.623 -1.132 -0.590
N -0.819 -1.144 0.117
O -0.123 0.242 -2.616
*
```



<c>
# C6H11NO

A 2-piece molecular cluster, C6H11NO overall (ωB97M-V/def2-TZVPD, the OMol25 dataset).

The geometry in ORCA input format:
```
! wB97M-V def2-TZVPD RIJCOSX def2/J DEFGRID3
* xyz 0 1
C 0.603 -0.398 -0.572
C -0.280 -0.878 1.498
C -0.745 1.229 -0.179
C 1.798 0.010 -1.364
N 0.099 2.234 0.444
O 0.865 -0.750 0.689
C -1.169 -1.946 1.149
C -1.970 -2.778 0.808
H -0.151 -1.005 -1.073
H -0.304 3.162 0.393
H 1.018 2.267 0.025
H 0.044 -0.883 2.535
H -0.822 0.218 0.964
H -1.779 1.372 0.153
H -0.861 1.340 -1.265
H 1.484 0.594 -2.231
H 2.350 -0.862 -1.731
H 2.478 0.603 -0.754
H -2.656 -3.529 0.512
*
```



<d>
# C6H11NO

A 2-piece molecular cluster, C6H11NO overall (ωB97M-V/def2-TZVPD, the OMol25 dataset).

SMILES string: CC(C)(C)C#N.C=O

The geometry in ORCA input format:
```
! wB97M-V def2-TZVPD RIJCOSX def2/J DEFGRID3
* xyz 0 1
C -0.925 1.380 -0.856
C -0.191 0.019 -0.947
C -0.235 -0.768 0.316
C -0.704 -0.742 -2.184
C 1.343 0.526 -1.249
N 2.434 0.925 -1.424
H -1.939 1.108 -0.519
H -0.440 2.030 -0.200
H -0.726 1.827 -1.876
H 0.351 -1.706 0.169
H -1.216 -1.220 0.458
H 0.149 -0.328 1.182
H -0.233 -1.808 -2.171
H -0.302 -0.247 -3.070
H -1.811 -0.803 -2.154
C 1.149 -0.056 3.658
O 0.776 0.802 4.386
H 0.352 -0.866 3.309
H 2.166 -0.075 3.172
*
```



Most stable: <a>